This record from the Open Molecules 2025 dataset describes a molecular structure, C34H51BeBrClCsF4LiN4O13P2 at a distorted geometry. The level of theory is the ωB97M-V functional and the def2-TZVPD basis.

Summary:
- HOMO (eV) = -4.26
- total energy (eV) = -181825.1299
- net charge = -1

Each line ends with the Mulliken charge.
Cartesian coordinates (Å):
H -3.50 -3.54 -8.21  0.389
C -0.87 1.33 10.26  0.158
C 1.17 -0.93 -1.93  -0.352
H -1.36 1.68 12.34  0.348
H -0.32 6.41 2.27  0.251
C 0.40 6.45 3.09  -1.200
C 0.05 1.13 -0.30  -0.213
F 1.99 2.50 0.59  -0.829
O 2.19 -2.36 1.88  -0.068
H -2.73 1.19 11.34  0.272
H -3.14 -2.03 -10.50  0.352
C -1.67 1.01 11.52  -1.303
H -1.67 2.84 -1.86  0.001
F 3.78 1.62 -1.91  -0.149
H 0.03 3.16 4.14  0.373
H 1.06 3.13 6.18  0.342
Br -0.91 -1.58 10.11  -0.824
H -4.05 0.47 -5.10  0.337
H -0.89 5.24 7.25  0.371
C -2.62 -3.36 -8.82  0.019
H 1.58 5.10 4.30  0.317
H -0.39 2.80 7.14  0.234
C -1.62 -3.08 -4.60  -1.007
H 0.89 0.13 10.72  0.364
F -2.09 4.46 -0.75  -0.348
C -2.58 -1.07 -5.47  0.746
O 0.39 -3.59 -0.60  -0.608
C -0.60 2.21 0.54  -1.043
C -2.97 0.34 -5.04  -1.093
C 7.47 -3.98 -4.00  -0.734
H 1.27 7.02 2.75  0.394
H 7.11 -2.95 -3.91  0.250
H 0.50 -1.35 -4.40  -0.024
Cl -0.74 -5.18 1.85  -0.273
N -2.72 -2.11 -4.58  -0.236
H 1.98 -2.93 -2.22  0.439
O -1.13 2.71 9.90  -0.543
H 8.43 -4.04 -3.48  0.267
O 3.84 -3.29 3.50  -0.546
H 1.00 2.48 -1.64  0.524
H -2.90 -1.75 -3.65  0.316
C -1.77 -3.66 -11.01  -0.427
C -0.34 4.17 3.95  -0.114
N 5.76 -5.66 -2.99  -0.332
C 0.63 1.15 10.46  -1.034
C 1.72 -2.03 -2.80  -1.204
C 3.31 1.61 -3.13  0.737
C -2.35 3.12 -1.04  -0.168
O -1.45 -0.36 2.07  -0.638
O -1.47 -5.35 -8.02  -0.755
H 2.63 -1.64 -3.28  0.443
N -0.99 -2.24 0.76  0.483
H -0.84 3.26 10.63  0.320
H 0.99 1.81 11.26  0.310
P 2.68 -2.33 3.32  0.594
H -2.07 -4.07 -4.45  0.393
Be 2.75 -4.68 -3.07  -0.030
C 0.70 -2.31 -3.92  0.241
H 0.53 5.59 6.29  0.269
H -1.54 -0.01 11.85  0.371
H -0.49 1.98 1.60  0.194
H 1.18 1.43 9.55  0.219
O -1.34 -4.77 -10.18  -0.345
O 1.49 -2.78 4.23  -0.626
C 0.41 -1.20 -0.82  1.047
C -0.03 -2.52 -0.22  -0.378
C 1.51 1.10 -4.53  0.558
O 3.11 -0.94 3.71  -0.390
H -1.60 5.61 4.97  0.382
H -1.11 -2.32 -2.66  -0.149
C -2.97 -3.08 -10.28  -0.651
H -2.01 -2.56 -8.38  0.090
H -2.60 0.60 -4.04  0.203
H -1.90 3.94 5.41  0.380
C -0.16 -0.20 0.01  -0.438
C -1.77 -4.60 -8.93  0.472
H 0.95 3.70 7.85  0.366
O -2.62 -3.15 2.73  -0.491
O -2.20 -1.23 -6.62  -0.609
C 0.38 3.54 6.93  -1.076
C 1.40 0.45 -2.21  -0.649
H -2.02 -4.02 -12.00  0.349
N 2.25 0.73 -3.38  0.405
H -2.45 1.24 -0.08  0.254
Cs 1.50 -2.94 6.08  0.984
H -2.55 1.04 -5.78  0.341
C -0.25 4.84 6.45  -0.541
O 1.73 0.60 -5.58  -0.505
Li 0.62 -5.32 -7.51  0.914
H -2.71 -2.41 3.35  0.353
O 3.81 2.27 -3.98  -0.552
C -1.10 4.66 5.19  -0.964
H -0.05 7.00 3.92  0.287
C -2.12 2.25 0.18  -0.433
P -1.05 -3.17 2.26  0.353
H -0.39 -3.89 -2.99  0.283
H 7.65 -4.18 -5.05  0.259
H -1.20 0.72 9.43  0.435
C -0.61 -2.92 -3.44  0.218
C 6.52 -4.92 -3.43  0.313
H -0.95 -2.95 -11.09  0.257
C 0.82 5.04 3.51  -0.534
H -3.38 3.08 -1.41  0.366
H -1.07 -3.12 -5.54  0.325
H -1.06 4.08 3.13  0.101
H 1.31 4.56 2.66  0.368
F 0.52 1.98 -4.43  -0.223
H -3.87 -3.63 -10.55  0.299
C -0.95 -0.84 1.10  0.703
H -0.12 3.16 0.31  0.678
C 0.85 1.42 -1.42  0.144
H 1.17 -2.97 -4.68  0.158
H -2.74 2.59 1.02  0.369